14
Properties=species:S:1:pos:R:3:forces:R:3 method="wB97M-V/def2-TZVPD" de_lowest_ev=0.890 energy_ev=-24927.8578 charge=-1 homo_energy_ev=-2.4 lumo_energy_ev=3.58
C 0.045333 2.436576 2.396926 0.459 -0.276 -0.817
S 1.124876 1.170322 1.660499 0.504 0.293 0.262
H 0.390757 3.367842 1.929858 -0.183 0.010 0.572
H 0.160626 2.410306 3.481526 -0.381 0.349 -0.172
H -0.959849 2.238594 2.020830 -0.061 0.114 0.458
C -0.553280 -1.221864 -2.323112 1.301 -0.341 0.228
C 0.268174 -1.692264 -1.116513 0.516 0.254 0.276
S -0.558544 -1.538397 0.476130 -0.540 -0.516 0.298
H -1.550108 -1.636533 -2.359456 -0.294 -0.020 0.201
H -0.554242 -0.133362 -2.387292 -0.244 -0.047 -0.004
H 0.034533 -1.644177 -3.133992 -0.206 0.259 -0.895
H 1.229291 -1.136101 -1.095407 -0.445 0.125 -0.101
H 0.625454 -2.717174 -1.299911 -0.437 -0.059 0.103
H 0.296982 0.096238 1.749910 0.010 -0.144 -0.410


92
Properties=species:S:1:pos:R:3:forces:R:3 method="wB97M-V/def2-TZVPD" de_lowest_ev=2.978 energy_ev=-46171.2075 smiles="NC(N)=O.CCO.CCO.CCO.CCO.CCO.CCO.CCO.CCO.CO.CO" homo_energy_ev=-9.2 lumo_energy_ev=-0.14
N 0.982870 3.438304 1.303533 -1.489 4.358 -2.084
C 1.698870 2.416304 1.496533 -1.573 -7.791 6.385
N 2.739870 2.271304 0.756533 4.859 -1.382 -1.854
O 1.354870 1.324304 2.443533 1.581 5.743 -4.324
H 0.082870 3.578304 1.720533 -0.753 -0.237 0.314
H 1.228870 4.110304 0.518533 -0.452 -1.198 1.665
H 3.578870 1.666304 0.968533 -2.118 0.816 -0.012
H 2.865870 2.884304 -0.031467 0.175 0.139 0.224
C 2.873870 -1.173696 3.547533 -0.199 1.020 -0.868
C 3.619870 -2.378696 4.068533 1.544 1.276 -1.577
O 2.800870 -3.317696 4.591533 -4.200 0.235 0.369
H 2.482870 -0.611696 4.389533 -0.960 -0.492 0.272
H 2.089870 -1.333696 2.727533 1.167 0.125 1.320
H 3.552870 -0.341696 3.258533 0.096 -0.909 -0.669
H 4.283870 -2.003696 4.873533 0.324 -0.142 -0.615
H 4.124870 -2.993696 3.292533 0.804 1.395 -0.136
H 3.384870 -3.861696 5.021533 1.534 -2.585 1.828
C 3.456870 -2.036696 -1.929467 -0.561 5.212 -0.661
C 3.724870 -1.109696 -0.735467 -0.359 0.252 -0.674
O 5.106870 -1.164696 -0.544467 1.352 -0.337 0.551
H 3.816870 -1.465696 -2.825467 0.020 -0.812 0.557
H 2.449870 -2.218696 -2.114467 -1.987 -0.258 -0.032
H 3.924870 -2.910696 -1.836467 2.154 -3.423 0.466
H 3.171870 -1.313696 0.182533 -0.157 -0.381 -0.074
H 3.580870 -0.037696 -0.954467 -0.954 -0.384 -0.365
H 5.306870 -0.350696 -0.090467 0.688 0.060 0.327
C -0.107130 -3.593696 -2.636467 0.221 -0.118 1.944
C -1.191130 -4.470696 -1.926467 2.609 -2.016 -2.307
O -2.386130 -4.057696 -2.523467 -0.855 0.472 1.162
H -0.167130 -2.544696 -2.250467 0.494 -0.850 0.101
H -0.419130 -3.485696 -3.634467 -0.400 -0.175 -1.477
H 0.922870 -4.039696 -2.645467 -0.920 0.591 0.377
H -1.071130 -4.584696 -0.833467 -0.667 0.876 -0.310
H -1.058130 -5.547696 -2.302467 0.309 1.094 0.562
H -3.053130 -4.349696 -1.904467 -0.820 0.103 -0.044
C -0.589130 -1.903696 4.410533 -1.295 0.511 4.241
C -0.497130 -0.405696 4.373533 1.185 -0.162 -1.531
O -1.507130 0.144304 5.129533 -1.684 -0.248 0.881
H -1.574130 -2.383696 4.341533 -0.373 0.999 0.121
H -0.210130 -2.173696 5.418533 -0.219 -0.369 -0.458
H -0.075130 -2.454696 3.750533 2.618 -1.339 -2.664
H -0.575130 -0.120696 3.331533 -0.052 0.491 -0.441
H 0.451870 0.058304 4.737533 -0.215 -1.044 -0.394
H -1.317130 1.065304 5.159533 -0.077 1.146 0.226
C -2.614130 -0.745696 -3.777467 0.570 -0.424 -2.298
C -3.125130 0.641304 -4.043467 -2.192 -1.495 -2.351
O -3.488130 1.153304 -2.845467 -1.564 1.527 1.947
H -3.334130 -1.446696 -3.447467 -1.092 -0.160 1.014
H -1.796130 -0.717696 -3.109467 0.984 -0.103 0.767
H -2.310130 -1.273696 -4.678467 0.585 0.261 -0.457
H -4.136130 0.511304 -4.661467 2.113 0.576 0.944
H -2.446130 1.320304 -4.578467 0.028 -0.381 -0.132
H -2.706130 1.380304 -2.351467 0.645 0.259 0.235
C -2.884130 -1.210696 -0.461467 0.091 -1.053 0.286
C -2.020130 -1.978696 0.550533 1.122 0.241 -3.382
O -2.802130 -2.924696 1.148533 -1.049 -1.599 0.843
H -2.381130 -0.534696 -1.122467 0.469 0.824 0.421
H -3.774130 -0.799696 -0.008467 0.040 0.556 0.354
H -3.291130 -1.883696 -1.185467 -0.201 -0.997 -0.345
H -1.568130 -1.355696 1.242533 0.709 1.587 1.549
H -1.119130 -2.468696 0.047533 -1.029 0.580 0.126
H -2.186130 -3.471696 1.636533 -0.239 -0.346 0.395
C -2.332130 1.531304 1.175533 0.764 0.650 0.511
C -2.641130 2.751304 1.982533 -2.680 -1.222 2.609
O -1.723130 3.779304 1.891533 0.319 2.188 0.998
H -3.283130 1.018304 1.152533 0.221 -0.649 -0.437
H -1.490130 0.944304 1.580533 -0.609 0.064 0.148
H -1.970130 1.869304 0.224533 -0.264 -0.133 -1.047
H -2.769130 2.409304 3.077533 0.418 0.446 -1.219
H -3.676130 3.155304 1.775533 0.901 -0.399 -0.384
H -2.091130 4.468304 2.508533 0.939 -0.737 -1.047
C -2.451130 4.096304 -1.831467 0.819 1.073 -0.241
C -0.979130 3.782304 -1.978467 -0.430 -0.696 -0.916
O -0.882130 2.451304 -2.389467 -2.770 -0.952 -0.015
H -2.433130 5.194304 -1.755467 -0.912 -0.295 0.677
H -2.834130 3.514304 -1.013467 -0.383 0.393 0.767
H -3.086130 3.821304 -2.682467 0.691 0.013 -0.172
H -0.367130 3.736304 -1.081467 -0.317 1.338 0.731
H -0.504130 4.392304 -2.759467 -0.069 0.355 0.327
H -0.015130 2.405304 -2.679467 2.842 -0.994 -1.202
C 2.825870 2.295304 -2.744467 0.782 -0.080 -1.909
O 1.585870 1.983304 -3.339467 -0.060 -0.419 -0.100
H 3.418870 1.421304 -2.581467 0.813 -0.745 -0.866
H 2.784870 2.587304 -1.761467 -1.076 1.307 2.343
H 3.358870 3.103304 -3.293467 -0.380 -0.827 0.038
H 1.440870 1.017304 -3.319467 0.232 0.683 0.007
C 0.600870 0.292304 -0.809467 1.402 1.613 1.509
O 0.686870 -0.351696 0.465533 -1.339 -1.734 -2.318
H 0.510870 1.390304 -0.640467 -0.794 -0.603 -0.215
H -0.142130 -0.041696 -1.541467 0.031 -0.309 0.636
H 1.617870 0.287304 -1.189467 0.111 -0.551 -0.933
H 0.957870 0.284304 1.108533 0.415 1.105 1.482


18
Properties=species:S:1:pos:R:3:forces:R:3 method="wB97M-V/def2-TZVPD" de_lowest_ev=3.365 energy_ev=-25760.7054 smiles="C[SiH](C)Cl.C1=CC1" homo_energy_ev=-9.4 lumo_energy_ev=0.96
C -3.566949 1.527552 -0.136431 1.394 1.560 1.987
Si -2.006052 0.558899 -0.171967 -0.931 -1.773 1.552
C -1.005772 0.466784 1.487534 -3.393 0.234 1.674
Cl -3.010719 -1.297657 -0.402499 1.010 -0.334 -0.275
H -4.566516 1.146014 0.048666 0.282 -0.220 -0.329
H -3.250127 2.122654 0.772870 -0.905 0.198 -0.730
H -3.416833 2.176014 -0.981831 -0.767 0.503 -0.391
H -1.309195 1.125181 -1.285535 0.835 -0.130 -0.762
H 0.024803 0.791071 1.579493 -0.027 -0.039 -0.225
H -1.715250 1.174540 2.192535 1.924 -1.416 -1.527
H -1.194274 -0.554964 1.984489 0.615 1.387 -0.966
C 1.893195 -1.567045 0.485625 0.008 0.334 -0.785
C 1.617291 -1.321673 -0.741732 -0.856 -0.852 -0.141
C 1.183503 -2.680770 -0.071230 -1.283 -2.066 -2.314
H 2.478368 -1.292643 1.267668 1.438 0.798 2.227
H 1.834724 -0.782875 -1.659984 -0.423 -0.128 0.433
H 1.674543 -3.550296 -0.548365 0.501 0.345 0.740
H 0.167021 -3.099323 0.190966 0.580 1.599 -0.167